This record from OMol25 describes a 2-piece molecular cluster, CH5O3 overall in a non-equilibrium geometry. The level of theory is ωB97M-V with the def2-TZVPD basis set.

Orbital gap = 13.06 eV
Energy above the lowest of the compared OMol25 structures with the same formula, charge and spin = 40.0 kJ/mol
Total charge = +1
Highest occupied orbital energy = -17.017 eV
E = -266.53632 hartree
Lowest unoccupied orbital energy = -3.96 eV
Spin multiplicity = 1

Last columns: bonded neighbours and bond lengths (Å).
Element x y z (Å)
1 O 1.8033 -0.8934 -0.3765  H2 0.970, H3 0.972, H4 1.106
2 H 2.3105 -0.1069 -0.1214  O1 0.970
3 H 1.9183 -1.1198 -1.3151  O1 0.972
4 H 0.7422 -0.8297 -0.0695  O1 1.106
5 O -0.4132 -0.6108 0.5625  C6 1.217
6 C -1.1698 0.3401 0.6230  O5 1.217, O7 1.306, H8 1.098
7 O -1.3272 1.1894 -0.3571  C6 1.306, H9 0.970
8 H -1.6230 0.5754 1.5955  C6 1.098
9 H -2.2410 1.4558 -0.5414  O7 0.970

Results of the natural (NBO) charge analysis, in e, for atoms 1 through 8:
1. O -0.810
2. H 0.552
3. H 0.554
4. H 0.535
5. O -0.608
6. C 0.726
7. O -0.655
8. H 0.166

This record from OMol25 describes a 3-piece molecular cluster, CH5O4 overall in a non-equilibrium geometry. The level of theory is ωB97M-V with the def2-TZVPD basis set.

Orbital gap = 9.31 eV
Energy above the lowest of the compared OMol25 structures with the same formula, charge and spin = 27.7 kJ/mol
Total charge = -1
Highest occupied orbital energy = -4.857 eV
E = -342.14411 hartree
Lowest unoccupied orbital energy = 4.45 eV
Spin multiplicity = 1

Last columns: bonded neighbours and bond lengths (Å).
Element x y z (Å)
1 O 0.8695 -0.6894 -0.7280  C2 1.250
2 C 1.3621 -0.2533 0.3347  O1 1.250, O3 1.240, H4 1.127
3 O 0.7663 0.2689 1.2889  C2 1.240
4 H 2.4801 -0.3940 0.3424  C2 1.127
5 H -0.6484 1.3587 0.0013  O7 0.974
6 H -0.0488 1.8905 -1.2593  O7 0.962
7 O -0.8685 1.9300 -0.7565  H5 0.974, H6 0.962
8 H -1.0346 -1.8021 -0.2934  O10 0.968
9 H -1.1677 -0.8016 0.7350  O10 0.976
10 O -1.7101 -1.5077 0.3348  H8 0.968, H9 0.976

Results of the natural (NBO) charge analysis, in e, for atoms 1 through 8:
1. O -0.804
2. C 0.621
3. O -0.795
4. H 0.009
5. H 0.495
6. H 0.464
7. O -0.973
8. H 0.483

This record from OMol25 describes a 3-piece molecular cluster, CH5O4 overall in a non-equilibrium geometry. The level of theory is ωB97M-V with the def2-TZVPD basis set.

Orbital gap (alpha / beta) = 2.61 / 8.27 eV
Expectation value of S² = 0.7505
Energy above the lowest of the compared OMol25 structures with the same formula, charge and spin = 0.0 kJ/mol
Total charge = -2
Highest occupied orbital energy (alpha / beta) = 3.885 / -1.830 eV
E = -341.98394 hartree
Lowest unoccupied orbital energy (alpha / beta) = 6.50 / 6.44 eV
Spin multiplicity = 2

Last columns: bonded neighbours and bond lengths (Å).
Element x y z (Å)
1 O -3.3316 1.3943 0.3803  C2 1.259
2 C -2.2352 0.8290 0.6316  O1 1.259, O3 1.235, H4 1.107
3 O -1.3805 0.3612 -0.1269  C2 1.235
4 H -2.0359 0.8171 1.7203  C2 1.107
5 H 2.8509 0.2485 0.7739  O7 0.972
6 H 3.8750 -0.2830 1.8244  O7 0.981
7 O 3.8023 0.1337 0.9393  H5 0.972, H6 0.981
8 H -0.0496 -0.6695 -1.7140  O10 0.975
9 H -1.2273 -1.3595 -2.2052  O10 0.966
10 O -0.2680 -1.4718 -2.2238  H8 0.975, H9 0.966

Results of the natural (NBO) charge analysis, in e, for atoms 1 through 8:
1. O -0.823
2. C 0.594
3. O -0.821
4. H -0.010
5. H 0.421
6. H 0.129
7. O -1.467
8. H 0.500

This record from OMol25 describes a 2-piece molecular cluster, CH5OPS overall in a non-equilibrium geometry. The level of theory is ωB97M-V with the def2-TZVPD basis set.

Orbital gap = 8.16 eV
Energy above the lowest of the compared OMol25 structures with the same formula, charge and spin = 204.8 kJ/mol
Total charge = 0
Highest occupied orbital energy = -9.115 eV
E = -855.82245 hartree
Structure (SMILES) = O=P.CS
Lowest unoccupied orbital energy = -0.95 eV
Spin multiplicity = 1

Last columns: bonded neighbours and bond lengths (Å).
Element x y z (Å)
1 C -1.4238 0.2436 0.2711  S4 1.888, H5 1.091, H6 1.123, H7 1.090
2 O 3.1156 -0.3626 -0.6940  P3 1.466
3 P 2.9687 -0.1024 0.7410  O2 1.466, H9 1.450
4 S -0.7471 -1.2348 -0.6886  C1 1.888, H8 1.404
5 H -1.9121 -0.2805 1.0940  C1 1.091
6 H -2.1852 0.8840 -0.2505  C1 1.123
7 H -0.5658 0.7792 0.6775  C1 1.090
8 H -1.1379 -0.7871 -1.9602  S4 1.404
9 H 1.8876 0.8607 0.8098  P3 1.450

Results of the natural (NBO) charge analysis, in e, for atoms 1 through 8:
1. C -0.709
2. O -0.939
3. P 1.135
4. S -0.094
5. H 0.216
6. H 0.233
7. H 0.212
8. H 0.142

This record from OMol25 describes a 2-piece molecular cluster, CH5OPS2 overall in a non-equilibrium geometry. The level of theory is ωB97M-V with the def2-TZVPD basis set.

Orbital gap (alpha / beta) = 7.92 / 7.66 eV
Energy above the lowest of the compared OMol25 structures with the same formula, charge and spin = 489.3 kJ/mol
Total charge = 0
Highest occupied orbital energy (alpha / beta) = -8.200 / -8.502 eV
E = -1253.93082 hartree
Lowest unoccupied orbital energy (alpha / beta) = -0.28 / -0.85 eV
Spin multiplicity = 1

Last columns: bonded neighbours and bond lengths (Å).
Element x y z (Å)
1 C -1.4147 0.8264 -0.1348  O2 1.376, H6 1.104, H7 1.076
2 O -0.4700 1.1426 -1.0847  C1 1.376, P3 1.592
3 P 1.0703 1.4978 -1.2703  O2 1.592, H8 1.479
4 S -0.7734 -2.3561 -0.7529  S5 2.038, H10 1.339
5 S -0.0512 -2.1511 1.1413  S4 2.038, H9 1.412
6 H -1.1939 1.0393 0.9255  C1 1.104
7 H -2.4070 0.8318 -0.5514  C1 1.076
8 H 1.3087 2.3538 -0.0882  P3 1.479
9 H 1.1029 -1.6107 0.5331  S5 1.412
10 H -1.3685 -1.1571 -0.7599  S4 1.339

Results of the natural (NBO) charge analysis, in e, for atoms 1 through 8:
1. C -0.057
2. O -0.765
3. P 0.614
4. S -0.140
5. S -0.150
6. H 0.176
7. H 0.176
8. H -0.120

This record from OMol25 describes a 2-piece molecular cluster, CH5PS overall in a non-equilibrium geometry. The level of theory is ωB97M-V with the def2-TZVPD basis set.

Orbital gap (alpha / beta) = 6.94 / 8.83 eV
Energy above the lowest of the compared OMol25 structures with the same formula, charge and spin = 332.2 kJ/mol
Total charge = 0
Highest occupied orbital energy (alpha / beta) = -8.802 / -8.882 eV
E = -780.49599 hartree
Lowest unoccupied orbital energy (alpha / beta) = -1.87 / -0.05 eV
Spin multiplicity = 1

Last columns: bonded neighbours and bond lengths (Å).
Element x y z (Å)
1 C 1.8787 0.4509 0.0520  H4 1.070, H5 1.117, H6 1.056
2 P -1.9304 -0.6156 -0.1521  S3 2.033, H7 1.502, H8 1.408
3 S -1.0723 1.2040 0.1436  P2 2.033
4 H 2.4765 0.5191 -0.8326  C1 1.070
5 H 1.9223 -0.6546 0.2076  C1 1.117
6 H 1.8467 1.2337 0.7600  C1 1.056
7 H -2.4558 -0.7336 1.2500  P2 1.502
8 H -3.1769 -0.6692 -0.8044  P2 1.408

Want to see where the charge sits? The natural (NBO) charges in e are:
1. C -0.473
2. P 0.196
3. S -0.242
4. H 0.163
5. H 0.179
6. H 0.184
7. H 0.002
8. H -0.008

This record from OMol25 describes one molecule with the formula CH5PS2 in a non-equilibrium geometry. The level of theory is ωB97M-V with the def2-TZVPD basis set.

Orbital gap = 8.36 eV
Energy above the lowest of the compared OMol25 structures with the same formula, charge and spin = 129.6 kJ/mol
Total charge = 0
Highest occupied orbital energy = -8.928 eV
E = -1178.79748 hartree
Structure (SMILES) = CP(S)S
Lowest unoccupied orbital energy = -0.57 eV
Spin multiplicity = 1

Last columns: bonded neighbours and bond lengths (Å).
Element x y z (Å)
1 C 0.9097 0.7874 -0.3437  P2 1.863, H5 1.106, H6 1.093, H7 1.063
2 P -0.1103 -0.7131 -0.7677  C1 1.863, S3 2.144, S4 2.639
3 S 0.6001 -1.9157 0.8588  P2 2.144, H8 1.346
4 S -2.3487 0.1086 0.3621  P2 2.639, H9 1.458
5 H 0.3752 1.4926 -1.0075  C1 1.106
6 H 1.9796 0.7403 -0.5617  C1 1.093
7 H 0.6260 1.0006 0.6579  C1 1.063
8 H -0.1036 -3.0042 0.4960  S3 1.346
9 H -1.9279 1.5034 0.3057  S4 1.458

Results of the natural (NBO) charge analysis, in e, for atoms 1 through 8:
1. C -0.972
2. P 0.692
3. S -0.295
4. S -0.447
5. H 0.237
6. H 0.253
7. H 0.243
8. H 0.149

This record from OMol25 describes one molecule with the formula CH5PS2 in a non-equilibrium geometry. The level of theory is ωB97M-V with the def2-TZVPD basis set.

Orbital gap = 9.63 eV
Energy above the lowest of the compared OMol25 structures with the same formula, charge and spin = 123.6 kJ/mol
Total charge = 0
Highest occupied orbital energy = -9.178 eV
E = -1178.79977 hartree
Structure (SMILES) = C[P@@H](=S)S
Lowest unoccupied orbital energy = 0.45 eV
Spin multiplicity = 1

Last columns: bonded neighbours and bond lengths (Å).
Element x y z (Å)
1 C 0.5901 -0.4858 0.6729  P2 2.204, H5 1.045, H6 1.102, H7 1.010
2 P -0.9517 0.3028 -0.6899  C1 2.204, S3 1.911, S4 2.125, H8 1.477
3 S -2.7926 0.4468 -0.1979  P2 1.911
4 S -0.0730 2.1138 -1.3723  P2 2.125, H9 1.367
5 H 1.5960 -0.3566 0.4206  C1 1.045
6 H 0.4396 -0.1782 1.7202  C1 1.102
7 H 0.2756 -1.4374 0.5508  C1 1.010
8 H -0.4971 -0.5840 -1.7805  P2 1.477
9 H -1.2125 2.8254 -1.1189  S4 1.367

Results of the natural (NBO) charge analysis, in e, for atoms 1 through 8:
1. C -0.762
2. P 0.754
3. S -0.481
4. S -0.298
5. H 0.215
6. H 0.223
7. H 0.195
8. H -0.022

Please write out number 4 again, unchanged.
This record from OMol25 describes a 2-piece molecular cluster, CH5OPS overall in a non-equilibrium geometry. The level of theory is ωB97M-V with the def2-TZVPD basis set.

Orbital gap = 8.16 eV
Energy above the lowest of the compared OMol25 structures with the same formula, charge and spin = 204.8 kJ/mol
Total charge = 0
Highest occupied orbital energy = -9.115 eV
E = -855.82245 hartree
Structure (SMILES) = O=P.CS
Lowest unoccupied orbital energy = -0.95 eV
Spin multiplicity = 1

Last columns: bonded neighbours and bond lengths (Å).
Element x y z (Å)
1 C -1.4238 0.2436 0.2711  S4 1.888, H5 1.091, H6 1.123, H7 1.090
2 O 3.1156 -0.3626 -0.6940  P3 1.466
3 P 2.9687 -0.1024 0.7410  O2 1.466, H9 1.450
4 S -0.7471 -1.2348 -0.6886  C1 1.888, H8 1.404
5 H -1.9121 -0.2805 1.0940  C1 1.091
6 H -2.1852 0.8840 -0.2505  C1 1.123
7 H -0.5658 0.7792 0.6775  C1 1.090
8 H -1.1379 -0.7871 -1.9602  S4 1.404
9 H 1.8876 0.8607 0.8098  P3 1.450

Results of the natural (NBO) charge analysis, in e, for atoms 1 through 8:
1. C -0.709
2. O -0.939
3. P 1.135
4. S -0.094
5. H 0.216
6. H 0.233
7. H 0.212
8. H 0.142